Computed, not measured: a molecular structure, C23H44Cl3LuN4O3SSi at a distorted geometry, with wB97M-V/def2-TZVPD.

Results
spin multiplicity: 1
charge: 0
total energy: -4651.45690 Eh
HOMO level: -3.80 eV
lowest unoccupied orbital energy: 0.13 eV
energy relative to the best compared isomer or geometry (same formula, charge and spin): 0.00 kcal/mol

The geometry in XYZ format:
```
80
Properties=species:S:1:pos:R:3:mulliken_charge:R:1
C -2.31 1.15 -5.37 -1.77
C -0.99 0.83 -4.70 1.41
H -2.22 1.00 -6.44 0.39
H -2.55 2.20 -5.15 0.23
H -3.11 0.50 -5.00 0.41
C 0.17 1.30 -5.34 -0.74
C 0.25 2.35 -6.39 -1.59
H 1.12 0.83 -5.15 0.31
H 0.00 3.37 -6.07 0.22
H -0.31 2.15 -7.32 0.36
H 1.30 2.38 -6.70 0.39
Lu -0.13 1.02 1.72 1.47
Cl -1.61 -1.26 1.16 -0.74
Cl 0.26 3.18 2.90 -0.62
C 1.53 -1.51 1.19 0.59
O 1.46 -0.48 1.94 -0.94
N 2.65 -2.07 0.80 0.23
C 3.95 -1.44 0.96 -0.95
C 2.59 -3.39 0.18 -0.94
H 0.61 -2.00 0.83 0.23
H 3.85 -0.48 1.48 0.28
H 4.42 -1.30 -0.02 0.29
H 4.60 -2.10 1.55 0.35
H 1.55 -3.62 -0.04 0.30
H 2.99 -4.15 0.86 0.31
H 3.17 -3.41 -0.75 0.29
H -0.21 3.26 -2.18 0.08
H 2.91 2.80 -3.42 0.24
C 0.63 3.79 -1.70 -0.87
C 2.96 3.32 -2.45 -0.94
N 1.82 2.95 -1.62 0.30
H 0.31 4.16 -0.71 0.33
C 2.05 2.06 -0.64 0.03
O 1.27 1.85 0.31 -0.60
H 3.88 3.03 -1.93 0.37
H 3.00 1.52 -0.71 0.41
H 0.89 4.64 -2.34 0.37
H 2.94 4.40 -2.61 0.42
O -1.19 0.85 -3.18 -0.22
C -0.84 -0.40 -3.73 -0.50
C 1.61 -0.13 -3.20 -0.04
C 0.50 -0.96 -3.44 0.85
H 1.48 0.95 -3.21 0.52
C 2.89 -0.66 -3.03 -1.07
H -1.66 -1.12 -3.79 0.30
C 0.70 -2.37 -3.46 -0.85
H 3.74 0.01 -2.85 0.50
C 3.07 -2.04 -3.10 -0.83
C 1.97 -2.89 -3.28 -0.38
H -0.17 -3.01 -3.68 0.35
H 4.08 -2.45 -3.02 0.44
H 2.11 -3.98 -3.31 0.41
Si -3.61 1.87 -0.07 0.32
Cl -1.36 1.56 -0.34 0.06
C -3.68 3.65 0.50 -1.04
C -4.16 0.77 1.35 -0.96
C -4.60 1.60 -1.60 -0.88
H -2.93 3.91 1.25 0.31
H -4.67 3.83 0.93 0.35
H -3.57 4.34 -0.34 0.30
H -4.41 2.37 -2.35 0.30
H -5.64 1.70 -1.23 0.36
H -4.45 0.60 -2.03 0.28
H -3.63 0.92 2.29 0.27
H -4.06 -0.29 1.10 0.31
H -5.23 0.96 1.52 0.40
C -0.29 -3.00 4.00 -1.11
N -1.17 -1.84 4.08 0.05
C -0.82 -0.74 4.75 0.47
S -1.26 0.84 4.25 -0.46
N -0.09 -0.89 5.89 -0.22
C -0.36 -2.00 6.80 -0.94
H 0.75 -2.75 4.23 0.36
H -0.34 -3.38 2.97 0.33
H -0.65 -3.78 4.67 0.33
H -1.62 -1.63 3.16 0.19
H 0.13 0.00 6.32 0.32
H -0.15 -1.65 7.82 0.37
H -1.40 -2.33 6.76 0.31
H 0.30 -2.85 6.59 0.27
```